(1)
Molecular formula: C11H16O
Method: DFT, wB97M-V/def2-TZVPD

XYZ file:
```
28
Properties=species:S:1:pos:R:3:forces:R:3
C -1.180837 0.259324 -2.394320 0.160 0.114 -0.122
C 0.018188 1.189270 -2.538448 -0.107 0.058 0.209
C 0.741439 1.393606 -1.205809 0.065 -0.113 -0.248
C 1.623858 0.204894 -0.816894 0.055 0.255 0.352
H 1.201811 -0.719881 -1.217134 0.004 -0.096 -0.001
H 2.623116 0.320474 -1.241019 0.006 -0.036 -0.010
C 1.759102 0.055460 0.710482 -0.182 0.133 -0.465
C 0.418510 -0.326571 1.300002 0.112 0.108 0.157
C -0.303233 0.573305 2.072208 0.088 -0.074 -0.053
C -1.551465 0.236584 2.566446 -0.108 0.044 0.072
C -2.091943 -1.009271 2.300038 -0.110 0.016 0.059
C -1.375615 -1.918416 1.540677 0.015 -0.117 -0.049
C -0.131413 -1.576997 1.042978 0.034 0.074 0.018
H 0.410588 -2.297260 0.444825 0.048 -0.082 -0.085
H -1.785613 -2.895967 1.331117 -0.047 -0.059 -0.005
H -3.066959 -1.272890 2.683207 -0.061 -0.014 0.035
H -2.101441 0.948946 3.164167 -0.050 0.047 0.044
H 0.117038 1.545793 2.286342 0.052 0.097 0.019
O 2.780359 -0.860336 1.046892 0.233 -0.303 0.090
H 2.532793 -1.732419 0.720038 0.045 0.033 0.023
H 2.091931 1.005740 1.141681 -0.122 -0.053 -0.056
H -0.012627 1.555605 -0.432451 -0.017 0.092 0.013
H 1.355963 2.293830 -1.259048 0.018 0.042 0.100
H 0.713040 0.787058 -3.278957 0.051 0.064 -0.067
H -0.332270 2.156955 -2.903746 0.054 -0.001 -0.095
H -1.676334 0.117973 -3.352114 -0.092 -0.077 -0.055
H -0.879088 -0.714826 -2.017553 -0.029 -0.157 0.044
H -1.898898 0.680015 -1.693607 -0.113 0.005 0.078
```
Forces are in eV/Å.

Properties
Kohn-Sham gap (eV): 10.240
Relative energy (zero: lowest compared OMol25 entry of this formula, charge and spin) (kcal per mole): 2.5
Electronic energy (eV): -13714.15645
Net charge: 0
SMILES string: CCCC[C@H](O)c1ccccc1

(2)
Molecular formula: C11H16O2S
Method: DFT, wB97M-V/def2-TZVPD

XYZ file:
```
30
Properties=species:S:1:pos:R:3:forces:R:3
C -0.407142 3.794852 -2.153851 -1.317 3.251 -0.284
C -0.620410 2.567381 -2.693413 0.306 -1.247 -1.229
C -0.167557 3.981787 -0.826722 0.721 -2.519 1.568
C -0.479047 1.427290 -1.963047 0.417 -1.578 2.707
C -0.016404 2.821527 0.010928 0.423 0.453 -0.874
C -0.096978 1.620511 -0.641996 -0.729 0.641 0.024
C 0.524747 -0.807018 2.982009 -0.722 -0.592 -1.782
C -1.685440 -0.886632 1.462723 0.367 -5.095 3.917
C 1.962275 -2.635955 -1.546184 -2.107 -4.047 1.580
C 0.588552 -1.281800 0.509583 0.600 2.393 -0.610
C -0.213998 -1.502182 1.754169 -0.340 0.532 0.311
O -0.575387 -3.259456 -0.796409 -0.758 -1.434 0.275
O -0.234619 -2.873857 2.004072 -1.132 -1.286 -0.223
S 0.265427 -2.084485 -0.998418 1.336 1.196 -0.280
H -0.694682 4.764786 -2.657676 0.793 -1.436 -0.165
H -0.742591 2.394500 -3.724293 -0.687 0.393 -1.284
H 0.020147 4.942413 -0.442198 -0.124 1.073 0.550
H -0.697050 0.367073 -2.164488 0.183 0.733 -1.038
H 0.221218 2.846881 1.067739 -0.024 0.348 -0.024
H 0.607743 0.208630 2.684558 -0.203 1.300 0.192
H 0.110073 -0.929366 3.968804 -0.781 -0.067 0.013
H 1.538041 -1.120121 3.059429 0.881 -0.746 -0.201
H -2.165305 -0.759650 2.453606 0.320 0.551 -0.393
H -2.313848 -1.726930 1.072369 0.674 0.971 -0.585
H -1.588333 -0.043747 0.933863 -0.182 3.082 -2.109
H 2.604568 -1.862359 -1.576394 1.961 2.974 -0.379
H 1.748305 -3.074667 -2.543213 0.415 0.140 0.692
H 2.426975 -3.392595 -0.783419 -1.222 1.103 -1.492
H 0.810524 -0.172578 0.282584 0.141 -1.646 0.330
H -0.729805 -3.324235 1.265287 0.788 0.556 0.793
```
Forces are in eV/Å.

Properties
Kohn-Sham gap (alpha / beta) (eV): 8.415 / 7.494
Relative energy (zero: lowest compared OMol25 entry of this formula, charge and spin) (kcal per mole): 95.1
Electronic energy (eV): -26590.21164
Net charge: 0

(3)
Molecular formula: C11H16Si
Method: DFT, wB97M-V/def2-TZVPD

XYZ file:
```
28
Properties=species:S:1:pos:R:3:forces:R:3
C 1.857773 -0.298805 3.076247 1.328 1.297 0.981
C 2.408858 -0.327517 1.776111 -0.278 -1.594 2.550
C 0.578288 0.231454 3.324650 1.544 -1.141 -0.943
C 1.550539 -0.066509 0.750401 0.710 0.089 -0.139
C -0.251472 0.607677 2.302072 1.120 -1.725 -1.450
C 0.245915 0.305476 0.981499 -0.250 1.545 1.003
C 1.372450 2.456335 -1.159022 2.529 1.054 1.302
C 0.159075 2.140541 -1.355537 -3.176 -4.440 2.801
C -2.695865 -0.459281 -2.436669 0.693 -0.448 0.408
C -0.852701 -2.502525 -0.923778 3.101 -0.682 -3.038
C -0.565437 0.578507 -0.158942 0.597 1.088 -4.680
Si -0.919994 -0.759454 -1.618409 -0.628 1.145 -0.218
H 2.452319 -0.414937 4.050128 -0.539 -0.451 -1.877
H 3.347412 -0.852683 1.610410 0.171 0.678 -0.036
H 0.351650 0.070562 4.330017 -1.163 0.695 1.521
H 1.984585 -0.064941 -0.234259 -0.457 -0.403 -0.519
H -1.280218 0.847514 2.479117 -0.341 0.371 -0.144
H 1.701863 3.340068 -1.685281 0.715 0.124 -0.041
H 2.011327 2.011301 -0.319870 -0.844 0.583 -1.496
H -0.706157 2.470928 -1.881803 0.038 0.389 -0.635
H -2.713470 0.572804 -2.892406 0.014 -1.235 0.087
H -2.680793 -1.333479 -3.255238 -0.750 2.081 1.793
H -3.536996 -0.446600 -1.627756 1.345 -0.600 -1.703
H -1.650125 -2.555888 -0.311118 -2.123 -0.270 3.169
H -1.035232 -3.386870 -1.577250 0.039 0.971 -0.407
H 0.182843 -2.735449 -0.576867 -1.034 0.372 0.696
H -1.365483 1.176959 0.134559 -1.999 0.504 0.195
H 0.049047 -0.605187 -2.801008 -0.363 0.003 0.819
```
Forces are in eV/Å.

Properties
Kohn-Sham gap (eV): 8.920
Relative energy (zero: lowest compared OMol25 entry of this formula, charge and spin) (kcal per mole): 103.5
Electronic energy (eV): -19540.04342
Net charge: 0

(4)
Molecular formula: C11H17B2N7V
Method: DFT, wB97M-V/def2-TZVPD

XYZ file:
```
38
Properties=species:S:1:pos:R:3:forces:R:3
H -0.220539 2.889741 1.730960 -0.054 0.252 -0.076
N 0.161524 1.689275 0.036788 0.703 0.515 -0.977
B 0.817708 0.820197 -2.279174 -0.276 -0.075 0.953
N 0.667772 1.965776 -1.251901 -0.159 -0.003 1.113
C 0.857552 3.280928 -1.380470 -0.311 -0.923 0.635
V -0.296876 -0.123754 0.509133 0.467 0.434 -1.679
H 1.245635 3.653552 -2.323163 -0.131 0.155 0.275
C 0.496462 3.901459 -0.178384 -0.270 -0.669 0.708
H 0.527921 4.951270 0.019425 0.056 0.265 0.176
C 0.086290 2.883777 0.695603 0.332 0.413 -1.284
H 1.284289 1.210857 -3.293420 -0.082 -0.123 -0.145
C -1.936907 -2.638071 2.052996 -0.045 -0.204 -0.450
H -2.314840 -2.669001 3.085539 0.127 0.201 -0.422
H -1.007523 -3.214505 1.985166 -0.165 0.131 0.038
H -2.668634 -3.055226 1.353879 0.098 -0.007 0.280
N -0.598188 0.219600 -2.380514 -0.595 -0.284 0.485
N 1.665151 -0.280248 -1.601979 0.077 -0.358 0.991
N -1.256697 -0.256248 -1.235352 0.528 0.158 -0.369
N 1.305021 -0.806158 -0.339460 0.567 0.490 -0.971
C -1.390274 0.076411 -3.439507 0.119 -0.242 1.219
C 2.728170 -0.937110 -2.065980 -0.854 0.283 0.705
H -1.009035 0.406104 -4.385729 -0.196 -0.022 -0.381
H 3.119015 -0.636493 -3.029080 0.144 -0.284 0.087
C -2.585639 -0.511011 -3.026617 0.131 -0.128 1.128
C 3.105052 -1.902122 -1.131018 -0.498 -0.013 0.924
C -2.468188 -0.705026 -1.641260 0.185 0.372 -1.540
C 2.220314 -1.777482 -0.050279 0.354 0.210 -1.323
H -3.401545 -0.756642 -3.658184 -0.560 -0.187 -0.225
H 3.909594 -2.597623 -1.243331 0.247 -0.152 0.154
H -3.147718 -1.123909 -0.924176 -0.257 -0.110 0.013
H 2.178607 -2.272770 0.906125 0.090 -0.204 -0.063
H -1.747716 -1.580319 1.770751 -0.373 -0.475 0.132
B 0.010040 0.010437 4.987987 -0.192 -0.210 -0.362
C -0.197638 -0.080668 3.506223 0.406 0.326 2.024
N -0.319120 -0.122194 2.333844 0.386 0.427 -1.675
H 1.062955 -0.570599 5.171946 -0.029 0.115 -0.045
H -0.943420 -0.544029 5.478640 -0.021 0.017 0.028
H 0.061407 1.201818 5.233989 0.053 -0.090 -0.081
```
Forces are in eV/Å.

Properties
Kohn-Sham gap (alpha / beta) (eV): 5.802 / 6.778
Multiplicity: 2
Relative energy (zero: lowest compared OMol25 entry of this formula, charge and spin) (kcal per mole): 6.2
Electronic energy (eV): -49136.77915
Net charge: +2
⟨S²⟩: 0.78